# 1
DFT (ωB97M-V/def2-TZVPD) results for a single C21H18F2N6OS molecule in a non-equilibrium geometry.

```
! wB97M-V def2-TZVPD RIJCOSX def2/J DEFGRID3
* xyz 0 1
O 2.61470 1.14265 1.66698
F -5.57708 1.29476 -0.35272
F -2.28800 2.33851 1.66541
N 1.32040 -3.33756 5.35808
N 0.48805 -2.99782 4.46730
N -0.60942 -1.07637 -1.57324
S -0.85586 1.42194 -2.28206
C 1.91986 0.09777 1.65765
C 0.10729 -0.02298 -2.01501
C 2.33060 -2.52074 5.13645
C 2.06507 -1.54833 4.18954
C -4.17272 -0.83577 -0.46923
C -2.19329 0.20610 2.92009
C -2.96582 -1.36304 -0.78033
C -3.38539 1.33086 -1.22651
C -0.25126 1.17490 1.81607
C -1.37970 -0.92411 3.34467
C -4.38937 0.59901 -0.67646
C -1.58166 1.21120 2.13788
C -1.92080 -0.56144 -1.29224
C -2.17940 0.76790 -1.47658
C 0.55341 0.09997 2.29731
C 0.03640 -0.94909 3.07628
N 0.81527 -1.85756 3.74917
N 2.14306 -0.83200 0.68052
N 1.35835 -0.15742 -2.49685
C 4.37655 -1.95372 -1.76652
C 4.30739 -1.27824 -0.36815
C 3.30496 -1.60520 -2.72593
C 2.89209 -0.62566 -0.53041
C 2.20322 -1.21022 -1.83279
H 3.27262 -2.59705 5.58056
H 2.70948 -0.70292 3.90184
H -5.01703 -1.36176 -0.13741
H -3.31383 0.30441 3.07580
H -2.91071 -2.43769 -0.58884
H -3.47437 2.39334 -1.35939
H 0.19097 2.04028 1.30993
H -2.00283 -1.60281 3.95560
H 1.70075 -1.69657 0.82472
H 1.64794 0.40542 -3.22823
H 5.34214 -1.79367 -2.28566
H 4.37908 -2.97123 -1.69752
H 5.11099 -0.56010 -0.14814
H 4.26686 -2.03000 0.40918
H 3.65074 -0.73267 -3.28615
H 3.08263 -2.45069 -3.33658
H 3.06197 0.48638 -0.63527
H 1.59095 -2.11434 -1.61264
*
```

Values from the calculation:
**SMILES**: O=C(N[C@H]1CCC[C@@H]1Nc1nc2ccc(F)cc2s1)c1cc(F)ccc1-n1ccnn1
**HOMO-LUMO gap**: 8.378 eV
**M**: 440.48 g mol⁻¹
**LUMO level**: 0.153 eV

Here are the Löwdin charges for atoms 1 to 6, given in e:
1 O 0.034
2 F 0.005
3 F 0.013
4 N 0.040
5 N 0.023
6 N 0.119



# 2
DFT (ωB97M-V/def2-TZVPD) results for a molecular structure, C21H18FeN2 in a non-equilibrium geometry.

```
! wB97M-V def2-TZVPD RIJCOSX def2/J DEFGRID3
* xyz -2 5
C -1.28733 -1.88706 -1.88589
C -1.01025 -3.12616 -1.33947
N -0.73070 -4.18232 -0.86660
C -2.61786 -1.41377 -2.00236
C -2.88445 -0.13486 -2.57318
C -4.17697 0.31837 -2.67253
C -5.25276 -0.47583 -2.20836
C -6.59314 0.00967 -2.31746
N -7.68857 0.40973 -2.40735
C -5.00155 -1.74676 -1.63845
C -3.71184 -2.21884 -1.53011
H -0.46346 -1.25402 -2.27757
H -2.05148 0.46420 -2.92571
H -4.39695 1.29099 -3.10882
H -5.84777 -2.34158 -1.28974
H -3.51668 -3.19609 -1.09297
C -0.65958 -0.27205 2.21020
C 0.22968 -0.39206 1.03208
C 1.59618 -0.60037 1.14384
C 2.55738 -0.64112 0.02292
C 3.89536 -0.70536 0.57068
C 3.80518 -0.67777 1.99721
C 2.42108 -0.56354 2.37217
Fe 2.90203 0.97559 1.14242
C 1.93741 2.74838 1.57013
C 1.99928 2.50958 0.14111
C 3.39589 2.38027 -0.23049
C 4.19456 2.53880 0.97011
C 3.29263 2.76455 2.08093
H -1.61365 0.19631 1.93251
H -0.88415 -1.25832 2.64291
H -0.19111 0.33597 2.99798
H -0.20538 -0.38011 0.03678
H 2.29708 -0.71160 -1.02476
H 4.77967 -0.79025 -0.02377
H 4.61494 -0.76816 2.69779
H 2.03635 -0.56727 3.39141
H 1.04466 2.98329 2.12920
H 1.16422 2.52479 -0.53704
H 3.77108 2.27471 -1.23162
H 5.27003 2.57640 1.00944
H 3.58092 3.00368 3.09240
*
```

Values from the calculation:
**ΔE to the lowest compared entry with this formula, charge and spin**: 64.8 kJ/mol
**HOMO-LUMO gap (spin up / spin down)**: 2.391 / 3.515 eV
**M**: 354.23 g mol⁻¹
**LUMO level (spin up / spin down)**: 4.944 / 2.748 eV

Here are the Löwdin charges for atoms 1 to 6, given in e:
1 C -0.071
2 C -0.264
3 N 0.141
4 C -0.235
5 C -0.094
6 C -0.158



# 3
DFT (ωB97M-V/def2-TZVPD) results for a molecular structure, C21H18IN3OReS2.

```
! wB97M-V def2-TZVPD RIJCOSX def2/J DEFGRID3
* xyz 2 2
Re -0.35995 0.65218 0.27280
C 4.05251 1.47268 0.34165
C 2.61715 1.54293 -0.07402
N 1.76407 0.68190 0.47852
N 2.41766 -0.24031 1.28171
C 1.72413 -1.11575 1.86648
S -0.07022 -1.07812 1.70297
S 2.48651 -2.24325 2.92579
C 1.34217 -3.68724 2.93412
C 1.56566 -4.62036 1.77302
C 2.28871 -5.78714 1.96666
C 2.53261 -6.65005 0.90509
C 2.06708 -6.34334 -0.36109
C 1.33572 -5.18015 -0.56254
C 1.09015 -4.32342 0.50132
C 2.22057 2.55420 -1.04484
C 3.18091 3.21737 -1.82209
C 2.82082 4.20234 -2.72023
C 1.48783 4.56084 -2.85057
C 0.51418 3.91483 -2.10166
C 0.89724 2.92535 -1.24092
O -0.07793 2.25280 -0.51783
H 4.12168 1.33202 1.41610
H 4.59689 2.36529 0.06245
H 4.52362 0.59341 -0.10762
H 0.32099 -3.31538 2.99606
H 1.58000 -4.17405 3.87722
H 2.66170 -6.03246 2.95699
H 3.08662 -7.56530 1.07164
H 2.27626 -7.00359 -1.19227
H 0.95619 -4.94377 -1.54937
H 0.51338 -3.41438 0.33272
H 4.22000 2.93150 -1.74848
H 3.57837 4.69656 -3.31388
H 1.19916 5.34297 -3.54187
H -0.53499 4.16832 -2.18992
I -5.77401 2.57352 0.11954
C -4.53190 0.92097 0.00248
C -5.03049 -0.36595 -0.19218
C -4.15040 -1.43712 -0.27298
C -2.80058 -1.22050 -0.14226
N -2.31505 0.02466 0.05887
C -3.17280 1.08209 0.12147
H -6.09866 -0.52903 -0.27630
H -4.51102 -2.44489 -0.42972
H -2.08622 -2.02746 -0.18983
H -2.75131 2.06766 0.29493
*
```

Values from the calculation:
**HOMO-LUMO gap (spin up / spin down)**: 4.750 / 5.098 eV
**M**: 705.64 g mol⁻¹
**LUMO level (spin up / spin down)**: -8.958 / -8.620 eV

Here are the Löwdin charges for atoms 1 to 6, given in e:
1 Re 1.431
2 C 0.011
3 C -0.161
4 N -0.137
5 N -0.067
6 C -0.960



# 4
DFT (ωB97M-V/def2-TZVPD) results for a molecular structure, C21H18IrN5O in a non-equilibrium geometry.

```
! wB97M-V def2-TZVPD RIJCOSX def2/J DEFGRID3
* xyz 3 2
Ir -0.02234 -0.07490 -0.16316
C -3.94266 -1.84354 0.36203
C -4.16132 -1.96689 1.71499
C -3.16334 -1.52316 2.55929
C -1.96215 -0.96862 2.03746
N -1.78043 -0.80565 0.68597
C -2.74787 -1.25286 -0.10402
N -1.03466 -0.65548 2.96463
C 0.18735 -0.26630 2.78367
N 0.82841 -0.07225 1.53725
C 2.12018 0.34641 1.80122
N 3.04062 0.63651 0.92611
C 2.95705 0.60275 -0.41033
C 4.18739 0.83242 -1.09477
C 4.25747 0.73869 -2.46934
C 3.09827 0.41872 -3.14029
C 1.89484 0.23369 -2.41961
N 1.79429 0.33585 -1.10435
C 2.32522 0.40560 3.24246
C 3.43404 0.73326 3.98196
C 3.31054 0.67475 5.37279
C 2.10773 0.29408 5.97649
C 0.99013 -0.04086 5.21597
C 1.11739 0.02295 3.84877
H -4.67504 -2.19025 -0.35782
H -5.07204 -2.40415 2.10063
H -3.23930 -1.59589 3.63727
H -2.58036 -1.16154 -1.16571
H 5.05162 1.05861 -0.48284
H 5.18842 0.89714 -2.99656
H 3.08705 0.30746 -4.21797
H 0.99245 -0.02312 -2.95288
H 4.35753 1.01815 3.49513
H 4.15625 0.92285 6.00030
H 2.04185 0.25410 7.05479
H 0.06445 -0.34047 5.68899
C -1.52390 2.91270 -1.11475
C -1.58407 1.75957 -2.05519
C -2.26196 1.85226 -3.36914
O -1.05170 0.66393 -1.74760
H -2.04246 3.78876 -1.48987
H -0.47574 3.16426 -0.92755
H -1.95317 2.61586 -0.15391
H -2.64699 2.84783 -3.56257
H -3.08495 1.13085 -3.41046
H -1.57687 1.55706 -4.16937
*
```

Values from the calculation:
**ΔE to the lowest compared entry with this formula, charge and spin**: 245.1 kJ/mol
**HOMO-LUMO gap (spin up / spin down)**: 5.029 / 4.428 eV
**M**: 548.63 g mol⁻¹
**LUMO level (spin up / spin down)**: -12.710 / -13.497 eV

Here are the Löwdin charges for atoms 1 to 6, given in e:
1 Ir 1.427
2 C 0.054
3 C 0.027
4 C 0.103
5 C -0.260
6 N -0.052



# 5
DFT (ωB97M-V/def2-TZVPD) results for a molecular structure, C21H18N5S2Sr.

```
! wB97M-V def2-TZVPD RIJCOSX def2/J DEFGRID3
* xyz 1 1
Sr -1.13451 -1.44387 -0.30136
C -3.30154 3.15586 -0.25650
C -2.41481 1.94791 -0.19266
N -2.61130 0.87849 -0.87344
N -3.68801 0.86294 -1.71441
C -3.95982 -0.19751 -2.52558
N -5.00621 -0.00726 -3.33742
S -3.11344 -1.64041 -2.57140
C -1.21900 1.95186 0.70343
C -0.60577 3.14019 1.06836
C 0.52030 3.09549 1.87857
C 0.97802 1.86828 2.31798
C 0.30363 0.72889 1.90810
N -0.76239 0.75897 1.10939
H -3.19913 3.67877 -1.21141
H -3.06743 3.85558 0.53857
H -4.34861 2.87101 -0.12829
H -4.22227 1.71246 -1.82714
H -5.55855 0.83386 -3.34059
H -5.27856 -0.76056 -3.94564
H -0.98463 4.08661 0.71087
H 1.02602 4.00822 2.16279
H 1.84163 1.78221 2.96161
H 0.63143 -0.25586 2.22615
S 3.75588 -1.46543 0.50083
C 3.48150 -0.09375 -0.52259
C 4.36149 0.90980 -0.91409
C 3.88260 1.91980 -1.72616
C 2.54859 1.92877 -2.14837
C 1.67826 0.92753 -1.76554
C 2.14873 -0.09616 -0.94309
N 1.39254 -1.15402 -0.46137
C 2.09274 -1.94589 0.31142
C 1.53212 -3.09204 1.03795
C 2.41235 -4.01544 1.61309
C 1.91557 -5.08445 2.33184
C 0.53996 -5.21791 2.47500
C -0.31722 -4.29010 1.89501
C 0.12565 -3.18893 1.14852
H 5.39413 0.90051 -0.59179
H 4.54803 2.71023 -2.04516
H 2.20143 2.72559 -2.79263
H 0.64965 0.92691 -2.11110
H 3.48605 -3.91313 1.49123
H 2.58677 -5.80812 2.77432
H 0.14136 -6.05207 3.04020
H -1.38326 -4.44383 2.04248
*
```

Values from the calculation:
**ΔE to the lowest compared entry with this formula, charge and spin**: 0.0 kJ/mol
**HOMO-LUMO gap**: 6.751 eV
**M**: 492.16 g mol⁻¹
**LUMO level**: -3.512 eV

Here are the Löwdin charges for atoms 1 to 6, given in e:
1 Sr 1.309
2 C -0.010
3 C -0.242
4 N 0.021
5 N -0.018
6 C -0.861



no.,total energy (eV)
1,-49324.186
2,-59429.415
3,-60470.671
4,-34377.391
5,-52022.557